Entry 1:
{
  "formula": "C4H12BrNOTi",
  "method": "ωB97M-V with the def2-TZVPD basis set",
  "symbols": ["Ti", "Br", "C", "C", "C", "O", "C", "N", "H", "H", "H", "H", "H", "H", "H", "H", "H", "H", "H", "H"],
  "positions_angstrom": [[5.09807, 26.34089, -6.66091], [6.18102, 27.75255, -4.46775], [8.80941, 25.80073, -1.28872], [7.86340, 26.66156, -0.47905], [8.47466, 27.24960, 0.76148], [9.54215, 28.04129, 0.35935], [9.95844, 28.97770, 1.34682], [7.50534, 27.86026, -1.35293], [6.78840, 28.48215, -0.97270], [8.34613, 28.44404, -1.44720], [7.19743, 27.57107, -2.29418], [8.59589, 24.73784, -1.17606], [9.85182, 26.01869, -1.08014], [8.63545, 25.92374, -2.36462], [6.88958, 26.18914, -0.36962], [8.69821, 26.43390, 1.46642], [7.73101, 27.83240, 1.33244], [10.68236, 29.64726, 0.89642], [10.39233, 28.46065, 2.20749], [9.12086, 29.57418, 1.73025]],
  "atomic_forces_ev_per_a": [[0.503, 0.660, 1.014], [-0.400, -0.698, -0.799], [-0.137, -0.559, -0.768], [-0.564, 0.634, -1.125], [-1.051, -0.518, 1.181], [0.211, 0.309, -0.062], [-0.040, -0.007, 0.497], [0.422, 0.511, -0.211], [-0.079, -0.299, 0.141], [-0.008, -0.186, -0.061], [-0.114, 0.068, -0.157], [0.178, 0.040, 0.552], [0.030, -0.041, 0.048], [0.102, 0.283, 0.105], [0.179, -0.264, 0.634], [0.580, 0.049, -0.245], [0.000, 0.189, -0.323], [0.109, -0.103, -0.063], [0.145, 0.013, -0.126], [-0.066, -0.082, -0.231]],
  "lowdin_charge": [0.563, -0.273, -0.020, -0.285, -0.227, -0.189, -0.060, 0.180, 0.170, 0.164, -0.039, 0.097, 0.094, 0.086, 0.159, 0.151, 0.136, 0.097, 0.101, 0.095],
  "spin_multiplicity": 4,
  "e_tot_ev": -101029.4466,
  "homo_ha": [-0.3769, -0.4637],
  "lumo_energy_ev": [-3.4004, -3.2383],
  "gap_ev": [6.9, 9.4],
  "total_charge": 1
}

***

Entry 2:
{
  "formula": "C3H8N2",
  "method": "ωB97M-V with the def2-TZVPD basis set",
  "symbols": ["C", "C", "C", "H", "H", "H", "H", "H", "H", "H", "H", "N", "N"],
  "positions_angstrom": [[-0.52101, -0.20999, -1.56732], [0.31699, 0.65577, -0.37152], [0.40216, 0.02862, 0.93410], [-1.96527, -0.14455, -1.78072], [-0.11187, -1.53675, -1.50789], [-0.03045, 0.56426, -2.46385], [-0.23758, 1.76562, -0.13079], [1.55400, 0.73179, -0.65456], [-1.38276, -1.27895, 0.72758], [-0.78713, -0.91275, 2.37023], [2.12441, 0.73775, 1.35715], [-0.74121, -0.66361, 1.29306], [1.37972, 0.26280, 1.79452]],
  "atomic_forces_ev_per_a": [[0.592, 0.842, -1.204], [0.276, 1.353, -2.044], [0.826, -0.287, 2.640], [4.824, -0.128, 1.241], [-1.322, 4.557, -0.619], [-1.703, -3.268, 1.730], [1.762, -3.009, -1.173], [-3.797, 0.301, -0.015], [1.613, 1.553, 0.442], [0.335, 0.578, -3.217], [0.812, 0.958, -0.681], [-0.918, -1.502, 3.676], [-3.301, -1.947, -0.776]],
  "lowdin_charge": [-0.201, -0.271, -0.626, 0.153, 0.143, 0.083, 0.174, 0.161, 0.099, 0.146, -0.007, 0.060, 0.085],
  "e_tot_ev": -6216.2382,
  "homo_ha": -0.3297,
  "lumo_energy_ev": 0.6359,
  "gap_ev": 9.6
}

***

Entry 3:
{
  "formula": "C37H40N4O6",
  "method": "ωB97M-V with the def2-TZVPD basis set",
  "symbols": ["C", "C", "C", "C", "O", "C", "O", "N", "C", "C", "C", "C", "N", "C", "O", "O", "C", "N", "C", "C", "C", "C", "C", "C", "C", "C", "C", "C", "C", "C", "C", "C", "C", "C", "C", "C", "O", "N", "C", "C", "C", "C", "C", "C", "C", "O", "C", "H", "H", "H", "H", "H", "H", "H", "H", "H", "H", "H", "H", "H", "H", "H", "H", "H", "H", "H", "H", "H", "H", "H", "H", "H", "H", "H", "H", "H", "H", "H", "H", "H", "H", "H", "H", "H", "H", "H", "H"],
  "positions_angstrom": [[1.64886, 0.05927, -4.01681], [1.95031, 1.11759, -2.95450], [1.06914, 0.94808, -1.74683], [1.43474, 0.08118, -0.77908], [2.55844, -0.68161, -0.87337], [3.33213, -0.78329, 0.27167], [3.26907, 0.03355, 1.16008], [4.17478, -1.81823, 0.20445], [4.12674, -2.78121, -0.87694], [4.90266, -2.29495, -2.09844], [5.03642, -2.07516, 1.34186], [4.43170, -3.11349, 2.28223], [0.64842, -0.08798, 0.34771], [0.59868, -1.16053, 1.18827], [1.25339, -2.16096, 1.15651], [-0.35551, -0.91453, 2.13042], [-1.00081, 0.26216, 1.84808], [-2.06172, 0.66993, 2.36565], [-2.73460, -0.10512, 3.38303], [-2.38303, 0.40837, 4.76166], [-1.13892, -0.08670, 5.43453], [-2.48413, -0.51595, 5.93621], [-0.22134, 0.98396, 0.77848], [0.67720, 2.09290, 1.40557], [-0.10312, 3.17815, 2.08074], [-0.48836, 3.04467, 3.40844], [-1.22675, 4.03533, 4.02964], [-1.58880, 5.17537, 3.33287], [-1.19075, 5.32850, 2.01633], [-0.44953, 4.33799, 1.39627], [-1.02599, 1.56531, -0.38758], [-0.22499, 1.60017, -1.67138], [-0.84395, 2.18723, -2.70608], [-2.25040, 2.65842, -2.52507], [-3.06428, 1.50794, -1.89508], [-3.15160, 0.39107, -2.92185], [-3.62798, 0.46245, -4.02178], [-2.57754, -0.74341, -2.37401], [-2.43620, -1.96587, -3.08418], [-2.77775, -3.16591, -2.47658], [-2.62385, -4.34944, -3.17625], [-2.14333, -4.33695, -4.47466], [-1.80921, -3.13538, -5.07638], [-1.94868, -1.94661, -4.38371], [-2.15667, -0.57200, -1.06993], [-1.68238, -1.43552, -0.37913], [-2.37837, 0.87589, -0.68433], [2.30718, 0.18388, -4.87353], [0.61877, 0.13658, -4.35543], [1.79738, -0.93490, -3.60292], [1.81633, 2.11670, -3.37076], [2.99121, 1.01680, -2.64125], [4.55735, -3.71368, -0.50925], [3.08287, -2.96428, -1.14198], [4.88005, -3.05241, -2.87737], [4.45840, -1.38268, -2.48592], [5.93906, -2.09423, -1.83607], [6.01086, -2.40465, 0.97005], [5.15855, -1.12761, 1.87047], [3.42048, -2.81534, 2.54506], [5.02962, -3.19026, 3.18621], [4.38607, -4.09170, 1.80983], [-2.48130, -1.16827, 3.30877], [-3.80679, 0.02889, 3.20612], [-2.65596, 1.44567, 4.90874], [-0.53756, -0.81385, 4.91022], [-0.56430, 0.60355, 6.03452], [-2.79255, -1.53448, 5.75641], [-2.83657, -0.11541, 6.87460], [1.28333, 2.50499, 0.59590], [1.35397, 1.61137, 2.11499], [-0.19655, 2.16406, 3.95862], [-1.51575, 3.92248, 5.06438], [-2.16700, 5.94817, 3.81740], [-1.45194, 6.22470, 1.47237], [-0.11591, 4.48072, 0.37696], [-1.28504, 2.58991, -0.10077], [-0.40023, 2.26179, -3.68356], [-2.70060, 2.92951, -3.47973], [-2.29519, 3.52788, -1.86213], [-4.07327, 1.85966, -1.66779], [-3.15125, -3.17181, -1.46524], [-2.88584, -5.28424, -2.70414], [-2.02989, -5.26316, -5.01781], [-1.43408, -3.12122, -6.08860], [-1.69263, -1.00804, -4.84876], [-2.98346, 0.92026, 0.22464]],
  "atomic_forces_ev_per_a": [[0.099, 0.177, 0.037], [-0.036, -0.186, 0.089], [0.733, -0.496, 0.225], [-0.240, 0.475, -0.176], [-0.159, -0.081, -0.132], [0.343, 0.296, 0.189], [-0.032, 0.152, 0.085], [-0.075, 0.000, -0.154], [-0.040, -0.018, -0.442], [-0.110, -0.172, 0.187], [0.010, 0.044, 0.347], [0.067, 0.189, -0.149], [-0.021, -0.146, 0.108], [0.313, -0.169, -0.567], [-0.131, -0.139, 0.139], [-0.086, -0.190, 0.544], [-0.447, 0.346, -0.226], [0.350, 0.128, -0.285], [-0.045, -0.142, 0.260], [-0.156, -0.052, -0.228], [0.182, 0.068, -0.013], [-0.166, 0.021, 0.092], [0.250, 0.341, 0.042], [-0.133, -0.049, 0.088], [0.143, 0.125, -0.039], [0.063, 0.152, -0.030], [0.004, -0.028, 0.086], [-0.055, 0.071, 0.014], [-0.078, 0.110, -0.051], [0.035, 0.002, 0.081], [-0.313, -0.266, 0.118], [-0.253, 0.261, -0.026], [0.141, 0.027, 0.179], [-0.093, -0.032, 0.034], [-0.072, 0.223, -0.144], [-0.240, 0.349, 0.211], [-0.016, 0.051, -0.167], [0.011, -0.481, -0.196], [0.027, -0.293, -0.162], [-0.028, 0.111, 0.007], [-0.016, -0.029, -0.008], [0.007, -0.064, -0.026], [0.029, -0.004, -0.018], [-0.001, 0.055, 0.089], [-0.135, 0.348, 0.162], [0.001, -0.201, 0.088], [0.014, 0.121, 0.175], [0.029, -0.045, -0.138], [-0.121, -0.048, -0.069], [0.004, -0.133, 0.001], [0.065, 0.042, 0.039], [-0.003, 0.117, -0.051], [-0.088, 0.019, 0.030], [0.126, -0.123, 0.074], [0.035, -0.062, -0.141], [-0.031, 0.094, -0.068], [0.113, 0.020, -0.007], [-0.029, 0.078, 0.005], [0.103, -0.137, -0.104], [-0.089, 0.008, 0.075], [0.069, -0.068, 0.105], [-0.020, -0.130, -0.011], [-0.104, -0.017, 0.054], [0.072, -0.171, 0.104], [0.042, 0.020, 0.122], [0.010, -0.094, -0.092], [-0.016, 0.073, 0.062], [0.001, -0.100, -0.082], [0.011, 0.067, 0.047], [0.047, -0.049, 0.047], [0.010, -0.005, -0.098], [0.009, -0.139, 0.080], [-0.030, -0.023, 0.100], [-0.041, 0.064, 0.045], [-0.016, 0.074, -0.038], [0.037, -0.019, -0.116], [0.005, -0.121, -0.062], [0.189, -0.067, -0.175], [-0.021, 0.053, 0.077], [-0.063, 0.050, -0.011], [0.017, -0.115, -0.026], [-0.013, 0.007, 0.070], [-0.018, -0.074, 0.044], [0.010, -0.077, -0.044], [0.028, 0.006, -0.084], [0.008, 0.081, -0.027], [0.019, -0.063, -0.172]],
  "lowdin_charge": [-0.074, -0.179, -0.097, -0.168, 0.102, -0.509, 0.119, -0.049, -0.190, -0.060, -0.188, -0.061, 0.121, -0.463, 0.167, 0.165, -0.273, 0.155, -0.163, -0.292, -0.122, -0.113, -0.231, -0.021, -0.216, -0.042, -0.078, -0.090, -0.082, -0.051, -0.098, -0.116, -0.014, -0.111, -0.136, -0.373, 0.131, 0.129, -0.171, -0.003, -0.073, -0.088, -0.073, -0.009, -0.323, 0.157, -0.091, 0.074, 0.057, 0.075, 0.110, 0.111, 0.119, 0.126, 0.074, 0.061, 0.075, 0.123, 0.120, 0.069, 0.073, 0.069, 0.127, 0.122, 0.125, 0.099, 0.096, 0.100, 0.096, 0.137, 0.135, 0.105, 0.102, 0.100, 0.101, 0.115, 0.138, 0.113, 0.121, 0.123, 0.162, 0.116, 0.105, 0.101, 0.104, 0.110, 0.151],
  "e_tot_ev": -57265.8153,
  "homo_ha": -0.2904,
  "lumo_energy_ev": 0.6923,
  "gap_ev": 8.6,
  "smiles": "CCC1=C(OC(=O)N(CC)CC)N2C(=O)O/C(=N\\CC3CC3)[C@]2(Cc2ccccc2)[C@H]2C1=CC[C@H]1C(=O)N(c3ccccc3)C(=O)[C@H]12"
}

***

Entry 4:
{
  "formula": "C6H8N",
  "method": "ωB97M-V with the def2-TZVPD basis set",
  "symbols": ["C", "C", "C", "C", "C", "N", "C", "H", "H", "H", "H", "H", "H", "H", "H"],
  "positions_angstrom": [[-2.60444, -0.14679, 0.08362], [-1.69756, 0.84103, -0.08146], [-0.37305, 1.43230, -0.19340], [0.75568, 0.49105, 0.32000], [0.84897, -0.95878, -0.21813], [-0.40857, -1.70971, -0.01024], [-1.43415, -0.86679, 0.01475], [-3.66394, -0.26805, 0.19197], [-0.33108, 2.37062, 0.36838], [-0.22184, 1.69419, -1.24591], [1.71280, 0.96973, 0.11380], [0.64449, 0.42343, 1.40484], [1.09339, -0.96232, -1.28402], [1.65247, -1.46331, 0.31838], [-0.47885, -2.70771, 0.13956]],
  "atomic_forces_ev_per_a": [[0.413, -0.243, -0.066], [1.233, -5.311, 0.284], [0.966, 0.582, -0.019], [-0.035, -0.174, 0.141], [0.656, 0.359, -0.217], [-2.050, 3.515, -0.006], [-0.691, 1.153, -0.066], [-0.355, 0.052, 0.046], [-0.003, 0.016, -0.175], [-0.065, 0.042, 0.006], [0.011, -0.018, 0.056], [0.106, 0.064, 0.015], [-0.029, -0.088, 0.090], [-0.061, 0.014, -0.037], [-0.097, 0.036, -0.052]],
  "lowdin_charge": [0.062, 0.148, -0.142, -0.142, -0.127, 0.113, -0.016, 0.119, 0.137, 0.149, 0.128, 0.129, 0.133, 0.135, 0.174],
  "e_tot_ev": -7831.2037,
  "homo_ha": -0.5323,
  "lumo_energy_ev": -4.2260,
  "gap_ev": 10.3,
  "smiles": "C1=C2CCC[NH+]=C12",
  "total_charge": 1
}